(1)
Here is a cluster of 10 separate species, C27H49F3N4O25S3 in total in a non-equilibrium geometry from the Open Molecules 2025 dataset. Energies are from ωB97M-V with the def2-TZVPD basis set.

Properties
2S+1: 2
Strongest force on any atom in eV/A: 5.46
HOMO (alpha / beta) in Ha: -0.4097 / -0.4097
Charge: +1
Orbital gap (alpha / beta) in Ha: 0.30293 / 0.10412

CARTESIAN COORDINATES (ANGSTROEM)
1 C 3.7106 0.2370 -2.1632
2 C 4.9152 -0.0720 -3.0443
3 O 6.0124 -0.0141 -2.4856
4 N 4.7750 -0.4175 -4.3419
5 C 5.8982 -0.8581 -5.1768
6 H 2.8322 0.2342 -2.8085
7 H 3.8454 1.1971 -1.6649
8 H 3.5448 -0.6101 -1.4976
9 H 3.8862 -0.3292 -4.8134
10 H 6.4589 -0.0008 -5.5492
11 H 5.6037 -1.2748 -6.1400
12 H 6.5271 -1.5095 -4.5699
13 C -5.5407 -4.1967 1.6730
14 C -6.0269 -3.0774 0.8208
15 O -6.4245 -3.3967 -0.3232
16 N -5.9319 -1.8443 1.3175
17 C -6.4033 -0.6667 0.5704
18 H -4.4684 -4.1009 1.8440
19 H -5.6907 -5.1152 1.1055
20 H -5.9168 -4.2872 2.6920
21 H -5.6371 -1.7102 2.2742
22 H -7.4889 -0.5699 0.5890
23 H -5.9802 -0.7005 -0.4336
24 H -6.0347 0.2711 0.9861
25 C 2.4338 -5.5189 5.5124
26 C 2.6126 -3.9678 5.4999
27 O 3.2813 -3.4125 6.3240
28 N 2.0051 -3.3466 4.4959
29 C 1.9173 -1.8933 4.4567
30 H 3.4463 -5.9193 5.5649
31 H 2.0350 -5.9746 4.6060
32 H 1.8373 -5.6030 6.4207
33 H 1.4290 -3.8336 3.8243
34 H 1.4678 -1.4772 3.5551
35 H 2.9077 -1.4643 4.6087
36 H 1.2476 -1.5663 5.2521
37 C -2.7296 -4.1895 -4.8671
38 C -3.0327 -4.5323 -3.4126
39 O -2.7490 -5.6102 -2.9089
40 N -3.6593 -3.6789 -2.6201
41 C -3.8581 -2.2334 -2.8011
42 H -2.1708 -5.0600 -5.2106
43 H -2.1685 -3.2929 -5.1305
44 H -3.7251 -4.0335 -5.2827
45 H -3.4911 -3.9386 -1.6586
46 H -4.7914 -2.1112 -2.2514
47 H -4.0766 -1.8974 -3.8148
48 H -3.0618 -1.6266 -2.3700
49 C -0.2115 2.9470 4.1817
50 C 0.2398 1.8348 5.1388
51 O 1.1527 2.4664 6.0018
52 C 1.3111 3.7350 5.7778
53 O 2.1331 4.4121 6.3855
54 O 0.5534 4.0717 4.6599
55 F 0.8433 0.7600 4.4632
56 H -1.2884 3.0816 4.2831
57 H 0.0101 2.7567 3.1316
58 H -0.5411 1.4558 5.7981
59 C -0.0939 -0.3279 0.9114
60 C 0.4479 -1.2856 -0.1100
61 O -0.7480 -1.6963 -0.6722
62 C -1.6627 -1.7191 0.2910
63 O -2.7288 -2.3273 0.2810
64 O -1.2850 -0.9606 1.3143
65 F 1.1609 -2.2769 0.4286
66 H -0.3664 0.6009 0.4103
67 H 0.5345 -0.3439 1.8019
68 H 1.1229 -0.7771 -0.7983
69 C -3.8009 1.2498 -3.4670
70 C -3.5248 2.7165 -3.2922
71 O -2.8745 2.7023 -2.0993
72 C -3.1572 1.6643 -1.4000
73 O -2.7607 1.5264 -0.2327
74 O -3.8848 0.7916 -2.1314
75 F -4.7273 3.2967 -3.2879
76 H -2.9312 0.8897 -4.0165
77 H -4.7042 1.0249 -4.0342
78 H -2.9085 3.0627 -4.1219
79 C -0.2402 5.6798 0.4820
80 C -0.7848 4.1754 0.5132
81 O -1.9329 4.3468 1.3711
82 S -2.6827 5.8056 1.2079
83 O -3.3264 6.1012 2.4541
84 O -3.4974 5.7262 0.0404
85 O -1.2035 6.5032 1.0979
86 H -0.0033 6.1301 -0.4819
87 H 0.6485 5.8633 1.0860
88 H -0.0862 3.4346 0.9020
89 H -1.2368 3.9784 -0.4590
90 C 2.9629 3.5689 -4.0125
91 C 2.4801 4.5052 -2.8889
92 O 1.1193 4.1761 -2.7177
93 S 0.7801 2.5580 -2.9789
94 O -0.4611 2.3901 -3.7651
95 O 0.8899 1.7920 -1.7606
96 O 2.0992 2.4328 -3.8811
97 H 3.9943 3.2507 -3.8605
98 H 2.8964 3.9387 -5.0357
99 H 2.6389 5.5495 -3.1576
100 H 2.9457 4.2043 -1.9504
101 C 5.6018 -1.9157 1.1380
102 C 4.1853 -2.0700 1.6541
103 O 3.6445 -0.7695 1.8764
104 S 4.6764 0.4583 1.3902
105 O 5.4573 0.8994 2.5395
106 O 4.0424 1.4999 0.5853
107 O 5.5778 -0.6595 0.4785
108 H 5.8750 -2.7373 0.4758
109 H 6.3636 -1.8719 1.9164
110 H 4.1442 -2.6881 2.5510
111 H 3.5495 -2.5946 0.9409

***

(2)
Here is a cluster of 3 separate species, C27H49F7NO6 in total in a non-equilibrium geometry from the Open Molecules 2025 dataset. Energies are from ωB97M-V with the def2-TZVPD basis set.

Properties
2S+1: 1
Strongest force on any atom in eV/A: 3.99
HOMO in Ha: -0.4628
Charge: +1
Orbital gap in Ha: 0.35133

CARTESIAN COORDINATES (ANGSTROEM)
1 C 3.7680 2.4695 4.6692
2 C 3.6977 2.6875 3.0609
3 C 2.2011 2.3154 2.6292
4 C 2.0183 1.9312 1.0879
5 C 2.8256 0.6344 0.6071
6 C 2.7535 -0.6228 1.5924
7 C 1.6273 -1.7004 1.2296
8 C 0.1419 -1.1140 1.1420
9 C -0.7410 -1.3297 2.4739
10 C -2.0382 -2.2752 2.2022
11 C -3.1385 -1.3370 1.4486
12 C -4.1917 -0.9134 2.5710
13 N -5.1364 0.2062 2.1910
14 C -5.0073 0.7035 0.7818
15 C -6.0433 1.9299 0.5056
16 F -6.5025 1.8765 -0.8368
17 C -5.0315 1.2764 3.2511
18 C -3.6159 2.0357 3.2707
19 C -3.7294 3.5535 3.7731
20 C -2.2663 4.0286 4.2809
21 O -1.6125 4.8757 3.3091
22 C -1.3552 4.1808 2.0993
23 O -1.7843 4.6244 1.0273
24 H 4.7958 2.7322 5.0755
25 H 3.4424 1.4022 4.9553
26 H 3.0222 3.1610 5.2046
27 H 4.4717 2.0451 2.5319
28 H 3.8358 3.8104 2.9001
29 H 1.5382 3.2333 2.8568
30 H 1.7768 1.4810 3.3034
31 H 0.9012 1.9161 0.8568
32 H 2.4459 2.8170 0.4835
33 H 2.3819 0.3022 -0.4020
34 H 3.9093 0.9452 0.3795
35 H 2.6468 -0.3703 2.6955
36 H 3.7630 -1.1723 1.4939
37 H 1.6499 -2.4839 2.0761
38 H 1.8672 -2.2481 0.2622
39 H -0.3970 -1.7138 0.3151
40 H 0.0721 -0.0244 0.8283
41 H -0.1440 -1.6509 3.3854
42 H -1.1924 -0.2937 2.7193
43 H -2.4076 -2.5741 3.2434
44 H -1.7177 -3.1573 1.5587
45 H -2.5227 -0.4580 1.0348
46 H -3.6135 -1.9708 0.6344
47 H -4.8288 -1.8492 2.7840
48 H -3.6211 -0.7216 3.5486
49 H -6.0991 -0.1824 2.2740
50 H -5.3284 -0.1149 0.0445
51 H -3.9777 1.1336 0.5334
52 H -5.4247 2.8918 0.6431
53 H -6.8723 1.9902 1.2879
54 H -5.9245 2.0023 3.2565
55 H -5.1065 0.7257 4.2601
56 H -2.9645 1.4762 4.0359
57 H -3.0539 2.0147 2.2819
58 H -4.4800 3.5611 4.6363
59 H -4.0997 4.2090 2.9050
60 H -1.5902 3.1279 4.4935
61 H -2.4081 4.5766 5.2661
62 H -0.7663 3.1901 2.1525
63 C 3.1125 2.0146 -6.0932
64 C 3.8145 0.8860 -5.3626
65 O 3.1448 0.5697 -4.1289
66 C 2.0035 -0.1320 -4.2450
67 O 1.5322 -0.4940 -5.2892
68 C 1.4115 -0.4298 -2.8715
69 F 1.3424 0.6688 -2.0886
70 F 2.1443 -1.3382 -2.1931
71 F 0.1636 -0.9254 -2.9388
72 H 3.0206 2.8898 -5.4451
73 H 3.6625 2.2930 -6.9930
74 H 2.0993 1.7307 -6.3862
75 H 4.8267 1.1995 -5.0980
76 H 3.9077 -0.0069 -5.9869
77 C 0.7266 -4.7243 -4.2618
78 C 2.2116 -4.9226 -4.0242
79 O 2.8048 -5.7073 -5.0711
80 C 3.0127 -5.0670 -6.2372
81 O 2.7341 -3.9140 -6.4349
82 C 3.6742 -5.9934 -7.2523
83 F 3.0487 -7.1833 -7.3453
84 F 4.9558 -6.2564 -6.9277
85 F 3.6909 -5.4737 -8.4902
86 H 0.2268 -5.6890 -4.3787
87 H 0.2710 -4.1845 -3.4300
88 H 0.5414 -4.1593 -5.1781
89 H 2.3595 -5.4774 -3.0949
90 H 2.7370 -3.9693 -3.9164

***

(3)
Here is a cluster of 2 separate species, C27H49NO3S in total in a non-equilibrium geometry from the Open Molecules 2025 dataset. Energies are from ωB97M-V with the def2-TZVPD basis set.

Properties
2S+1: 1
Strongest force on any atom in eV/A: 1.40
HOMO in Ha: -0.1564
Charge: 0
Orbital gap in Ha: 0.11936

CARTESIAN COORDINATES (ANGSTROEM)
1 C 2.6685 -5.9622 -0.2859
2 C 1.5538 -5.8861 -1.3536
3 C 1.9716 -6.8755 -2.4729
4 C 0.2608 -6.3699 -0.6603
5 C 1.5529 -4.4205 -1.8367
6 C 0.3188 -3.8769 -2.6023
7 C -0.3645 -4.9014 -3.5290
8 C 0.8734 -2.7421 -3.5234
9 C -0.7205 -3.2029 -1.6934
10 C -0.7361 -3.3373 -0.3056
11 C -1.6902 -2.6661 0.4565
12 C -2.6295 -1.8337 -0.1380
13 O -3.5355 -1.1222 0.6294
14 C -2.9233 0.1237 1.0202
15 C -2.4154 0.0986 2.4487
16 O -1.0963 -0.4403 2.5328
17 C -0.1238 0.4254 2.0444
18 C 1.1087 -0.4790 1.7583
19 S 1.8337 0.0211 0.1730
20 C -2.6446 -1.7030 -1.5204
21 C -1.6949 -2.3825 -2.2777
22 H 2.3706 -5.4295 0.6172
23 H 2.9142 -6.9905 -0.0292
24 H 3.5853 -5.5005 -0.6590
25 H 2.4999 -6.3721 -3.2805
26 H 1.1271 -7.4405 -2.8536
27 H 2.6803 -7.5884 -2.0568
28 H -0.6447 -5.8799 -0.9962
29 H 0.1397 -7.4304 -0.8830
30 H 0.3486 -6.3159 0.4220
31 H 1.6922 -3.7789 -0.9608
32 H 2.4313 -4.2590 -2.4586
33 H -1.1409 -5.4715 -3.0278
34 H 0.3376 -5.5442 -4.0508
35 H -0.8893 -4.3414 -4.3028
36 H 0.9906 -1.8450 -2.9105
37 H 1.8196 -3.0160 -3.9814
38 H 0.1639 -2.4628 -4.2954
39 H -0.0129 -3.9602 0.1964
40 H -1.7303 -2.7621 1.5320
41 H -3.6135 0.9538 0.8922
42 H -2.0952 0.3148 0.3401
43 H -2.5205 1.0848 2.9041
44 H -3.0432 -0.5778 3.0249
45 H -0.4325 0.9432 1.1318
46 H 0.1716 1.2066 2.7480
47 H 1.8617 -0.4165 2.5365
48 H 0.7853 -1.5122 1.6573
49 H 1.7772 -0.9896 -0.7222
50 H 3.1560 0.1164 0.3930
51 H -3.3654 -1.0550 -1.9962
52 H -1.7266 -2.2244 -3.3451
53 C 0.7074 4.4327 -0.8242
54 C 0.7665 4.5148 0.7158
55 C 1.5906 5.7457 1.1104
56 C 0.8788 7.0799 0.8768
57 C -0.6532 6.9587 0.9745
58 C -1.1541 5.7506 1.7842
59 N -0.6116 4.5505 1.1883
60 O -1.0103 3.3537 1.8319
61 C -2.6737 5.7107 1.6283
62 C -0.8338 5.9447 3.2769
63 C 1.4857 3.2953 1.2269
64 H 0.1483 3.5450 -1.1294
65 H 1.7122 4.3725 -1.2706
66 H 0.2078 5.3033 -1.2477
67 H 1.8499 5.6758 2.1705
68 H 2.5499 5.7369 0.5800
69 H 1.2417 7.8025 1.6121
70 H 1.1502 7.4906 -0.0992
71 H -1.0605 7.8842 1.3905
72 H -1.0675 6.8860 -0.0355
73 H -2.9442 5.5166 0.5891
74 H -3.1165 6.6684 1.9230
75 H -3.1140 4.9308 2.2484
76 H -1.2953 6.8642 3.6522
77 H 0.2382 6.0157 3.4719
78 H -1.2273 5.1142 3.8633
79 H 2.5040 3.2465 0.8128
80 H 0.9549 2.3969 0.9139
81 H 1.5706 3.2903 2.3151

***

(4)
Here is a structure of composition C27H50AlCl2N3O8P in a non-equilibrium geometry from the Open Molecules 2025 dataset. Energies are from ωB97M-V with the def2-TZVPD basis set.

Properties
2S+1: 1
Strongest force on any atom in eV/A: 1.60
HOMO in Ha: -0.1939
Charge: -1
Orbital gap in Ha: 0.27072

CARTESIAN COORDINATES (ANGSTROEM)
1 C -1.7431 -0.0169 1.6378
2 N -1.5029 1.1327 2.5093
3 C -1.5787 2.4253 1.7857
4 C -0.4149 2.7175 0.8271
5 C -0.6502 2.4669 -0.6982
6 C -2.0315 1.9611 -1.1073
7 C -2.1200 1.3439 -2.5286
8 C -1.0283 1.7667 -3.4723
9 C 0.0553 0.9043 -3.6828
10 C 1.1122 1.2651 -4.5176
11 C 1.0825 2.5014 -5.1529
12 C 0.0030 3.3599 -4.9533
13 C -1.0497 3.0027 -4.1166
14 O -0.2628 4.1418 0.9527
15 Al 1.3916 4.6197 0.5286
16 P 1.3346 5.6144 -1.6461
17 O 0.0971 6.4461 -1.8819
18 C 2.0717 5.9450 1.8904
19 Cl 1.0580 6.2140 3.3061
20 C 3.2032 6.6334 1.8336
21 C 3.7288 7.6555 2.7758
22 Cl 4.2836 6.2980 0.4931
23 O 1.9484 2.9392 0.6127
24 C 0.9697 2.1416 1.2647
25 N 1.2186 0.7461 0.8742
26 C 1.2338 2.2581 2.7899
27 C 2.6889 2.4661 3.2017
28 C 3.5672 1.3013 2.8421
29 N 4.1821 1.3192 1.5897
30 O 3.7083 0.3606 3.5835
31 H -1.2018 -0.8679 2.0542
32 H -2.7992 -0.2979 1.5862
33 H -1.3470 0.1340 0.6456
34 H -2.2328 1.1593 3.2081
35 H -2.5516 2.5278 1.2968
36 H -1.5268 3.2073 2.5328
37 H -0.5004 3.4057 -1.2118
38 H 0.1443 1.8167 -1.0630
39 H -2.4643 1.2634 -0.4014
40 H -2.6908 2.8292 -1.1038
41 H -3.0957 1.5474 -2.9625
42 H -2.0585 0.2618 -2.4221
43 H 0.0788 -0.0483 -3.1723
44 H 1.9360 0.5774 -4.6291
45 H 1.9099 2.7849 -5.7859
46 H -0.0058 4.3290 -5.4285
47 H -1.8719 3.6791 -3.9411
48 H 2.5106 6.3453 -1.9658
49 H 1.3763 4.5507 -2.5932
50 H 4.1752 8.4672 2.2053
51 H 2.9261 8.0885 3.3574
52 H 4.4838 7.2557 3.4480
53 H 1.3046 0.1366 1.6718
54 H 0.5540 0.3825 0.2114
55 H 0.6779 3.1226 3.1523
56 H 0.8283 1.4129 3.3338
57 H 3.1025 3.4020 2.8413
58 H 2.7024 2.5265 4.2887
59 H 3.7204 0.6621 0.9725
60 H 4.0709 2.2333 1.1717
61 C -1.1417 -2.7580 -0.9859
62 O -0.5811 -2.5835 -2.2775
63 C 0.7244 -3.1233 -2.3909
64 C 0.7130 -4.4891 -3.0427
65 O 0.0185 -5.4518 -2.2605
66 C -1.3129 -5.6629 -2.6954
67 H -2.2170 -2.6037 -1.0607
68 H -0.9570 -3.7593 -0.5938
69 H -0.7267 -2.0162 -0.2952
70 H 1.2065 -3.1718 -1.4095
71 H 1.3082 -2.4413 -3.0171
72 H 1.7447 -4.8384 -3.1468
73 H 0.2756 -4.4268 -4.0439
74 H -1.3277 -6.3026 -3.5853
75 H -1.8203 -4.7226 -2.9192
76 H -1.8498 -6.1671 -1.8929
77 C -2.8307 -5.2186 3.2766
78 O -2.2507 -5.0626 1.9943
79 C -0.9478 -5.6164 1.8887
80 C -0.9604 -6.9810 1.2359
81 O -1.6533 -7.9448 2.0177
82 C -2.9824 -8.1666 1.5861
83 H -3.9013 -5.0429 3.1787
84 H -2.6727 -6.2235 3.6741
85 H -2.4159 -4.4846 3.9757
86 H -0.4674 -5.6663 2.8705
87 H -0.3596 -4.9381 1.2641
88 H 0.0711 -7.3294 1.1335
89 H -1.3934 -6.9189 0.2336
90 H -2.9946 -8.8084 0.6975
91 H -3.4981 -7.2307 1.3604
92 H -3.5118 -8.6743 2.3915

***

(5)
Here is a cluster of 2 separate species, C27H50Cl2F3NO7P in total in a non-equilibrium geometry from the Open Molecules 2025 dataset. Energies are from ωB97M-V with the def2-TZVPD basis set.

Properties
2S+1: 1
Strongest force on any atom in eV/A: 3.21
HOMO in Ha: -0.3905
Charge: +1
Orbital gap in Ha: 0.27721

CARTESIAN COORDINATES (ANGSTROEM)
1 C -1.8610 -1.6586 3.3499
2 C -2.2792 -0.5822 2.5705
3 C -2.4729 -0.7753 1.0899
4 C -1.5048 0.1535 0.2896
5 C -0.0681 -0.3697 0.5588
6 C 0.8530 -0.5254 -0.6549
7 C 1.6207 0.7566 -1.0186
8 C 3.1210 0.6663 -0.7627
9 C 3.8002 2.0382 -0.7490
10 C 3.3729 2.9538 -1.8883
11 C 3.7823 2.4492 -3.2750
12 O 2.6254 2.4009 -4.1030
13 C 2.6152 1.2827 -4.9738
14 O -1.6103 1.3849 0.9890
15 C -1.9602 2.5615 0.1658
16 C -3.3767 2.8950 0.5996
17 C -3.8629 4.3164 0.2338
18 P -0.6769 3.7888 0.7632
19 O -1.2980 4.8527 1.5404
20 O 0.3864 2.9879 1.6404
21 O 0.1846 4.3366 -0.4548
22 C -1.7044 1.9403 -1.2296
23 C -2.2490 2.5967 -2.4448
24 Cl -3.9908 2.7383 -2.5621
25 C -1.4952 3.0482 -3.4683
26 C 0.0014 2.9279 -3.5233
27 Cl -2.2003 3.8034 -4.8301
28 N -1.8817 0.4190 -1.1246
29 C -3.1578 -0.1331 -1.6572
30 C -3.1085 -1.6411 -1.8633
31 O -1.8756 -2.0364 -2.4500
32 C -1.1843 -3.0292 -1.7384
33 C -1.8170 -4.4163 -1.9075
34 F -0.8506 -5.3581 -1.8129
35 F -2.7332 -4.6844 -0.9525
36 F -2.3846 -4.5342 -3.1246
37 H -0.8586 -1.6761 3.7735
38 H -2.5285 -2.4754 3.6142
39 H -2.5138 0.3689 3.0310
40 H -2.2765 -1.8226 0.8870
41 H -3.5202 -0.5600 0.8408
42 H 0.4091 0.2967 1.2686
43 H -0.1471 -1.3368 1.0444
44 H 1.5913 -1.2857 -0.4026
45 H 0.3291 -0.9298 -1.5217
46 H 1.4636 0.9890 -2.0745
47 H 1.2129 1.6126 -0.4703
48 H 3.5596 0.0172 -1.5192
49 H 3.2506 0.2178 0.2220
50 H 3.5110 2.5255 0.1846
51 H 4.8786 1.9023 -0.7256
52 H 2.2982 3.1295 -1.8846
53 H 3.8417 3.9258 -1.7441
54 H 4.2362 1.4573 -3.2090
55 H 4.5408 3.1005 -3.7097
56 H 2.2999 0.3984 -4.4128
57 H 1.9174 1.4882 -5.7790
58 H 3.5897 1.0994 -5.4252
59 H -3.3574 2.8526 1.6869
60 H -4.0670 2.1184 0.2798
61 H -4.9089 4.2596 -0.0529
62 H -3.7117 5.0179 1.0388
63 H -3.3467 4.6401 -0.6671
64 H -0.0011 2.8345 2.5112
65 H 1.0245 3.8640 -0.5456
66 H -0.6172 2.0076 -1.2788
67 H 0.4034 3.4271 -4.3946
68 H 0.4935 3.3508 -2.6545
69 H 0.2860 1.8768 -3.5770
70 H -1.2060 0.1191 -1.8349
71 H -3.3876 0.3083 -2.6181
72 H -4.0062 0.0955 -1.0246
73 H -3.9061 -1.8854 -2.5642
74 H -3.3375 -2.2028 -0.9631
75 H -1.1142 -2.8161 -0.6700
76 H -0.1658 -3.1176 -2.1019
77 C 2.3764 -5.7941 6.3606
78 C 1.2608 -4.8919 5.8634
79 O 1.6382 -3.5318 5.7205
80 C 2.6924 -3.2663 4.8175
81 C 2.4021 -3.7000 3.3904
82 H 2.7568 -5.4363 7.3178
83 H 2.0075 -6.8116 6.4884
84 H 3.2160 -5.8304 5.6651
85 H 0.4460 -4.8945 6.5869
86 H 0.8445 -5.2736 4.9238
87 H 3.6264 -3.7131 5.1742
88 H 2.8372 -2.1855 4.8437
89 H 2.2549 -4.7769 3.3080
90 H 3.2305 -3.4274 2.7345
91 H 1.4924 -3.2145 3.0264

***

- Look up the 2S+1 of the fifth one.
  1

***

- Which of these has the highest 2S+1?
  C27H49F3N4O25S3

***

- Which value of strongest force on any atom does entry 3 give?
  1.40 eV/A

***

- Which of these has the lowest charge?
  C27H50AlCl2N3O8P